No. 1
The molecule C3H4Si, computed with ωB97M-V/def2-TZVPD.

XYZ file:
```
8
Properties=species:S:1:pos:R:3:forces:R:3
C 0.827 -0.136 0.669 0.37 0.93 -1.26
C -0.186 -0.675 -0.387 -0.74 1.78 1.08
C 0.911 0.391 -0.522 -0.59 0.14 1.84
Si -2.045 -0.390 0.008 0.84 0.92 0.00
H 1.100 -0.063 1.725 -0.23 -0.24 -0.61
H 0.088 -1.601 -0.771 0.29 -1.78 -0.78
H 1.168 1.297 -1.068 0.13 -0.64 -0.04
H -1.861 1.177 0.345 -0.05 -1.10 -0.23
```
Positions in Å, forces in eV/Å.

LUMO energy: -0.68 eV
charge: 0
energy above the lowest of the compared OMol25 structures with the same formula, charge and spin: 145.0 kJ/mol
HOMO: -8.1115 eV



No. 2
A structure of composition C3H5BN2O2, computed with ωB97M-V/def2-TZVPD.

XYZ file:
```
13
Properties=species:S:1:pos:R:3:forces:R:3
B -0.523 -0.475 -0.383 -0.77 0.14 -1.00
C 1.015 -0.826 1.013 0.58 -0.56 0.95
C -0.018 0.907 -0.841 -1.01 1.45 0.67
C 0.682 1.826 -0.156 0.26 -2.55 -0.59
N 1.328 0.315 1.271 0.38 -0.46 -0.74
N 1.580 1.426 0.833 0.48 1.45 0.92
O -1.397 -0.604 0.649 -2.25 -2.60 2.28
O -0.609 -1.421 -1.333 0.18 -2.08 -1.92
H 0.500 -1.452 1.711 -0.08 -0.32 0.34
H -0.519 1.353 -1.702 0.31 -0.50 -0.23
H 0.934 2.705 -0.633 0.32 2.21 -0.28
H -1.768 -1.580 0.748 1.12 3.18 -0.34
H -1.205 -2.174 -1.176 0.48 0.63 -0.07
```
Positions in Å, forces in eV/Å.

LUMO energy: -0.28 eV
charge: 0
energy above the lowest of the compared OMol25 structures with the same formula, charge and spin: 471.1 kJ/mol
HOMO: -8.8893 eV



No. 3
A structure of composition C3H5BeO4, computed with ωB97M-V/def2-TZVPD.

XYZ file:
```
13
Properties=species:S:1:pos:R:3:forces:R:3
C 0.518 1.328 1.626 0.05 -0.78 0.29
C 0.728 0.940 0.191 -0.81 -0.28 -1.26
O -0.392 0.831 -0.565 5.17 8.18 4.16
Be -0.965 -0.237 -0.952 -3.34 -8.26 -4.26
H 1.447 1.178 2.192 -0.27 0.17 -0.12
H 0.199 2.377 1.708 0.15 -0.26 -0.17
H -0.266 0.684 2.060 0.29 0.33 -0.09
H 1.047 -0.520 0.095 -0.63 1.39 -0.19
H 1.519 1.485 -0.378 -0.17 -0.80 0.47
O -0.039 -1.571 -0.711 -0.22 2.26 1.31
C -1.005 -2.084 -1.501 0.35 -5.54 -1.79
O -1.632 -1.120 -2.110 -0.53 1.67 1.32
O -1.159 -3.291 -1.657 -0.03 1.91 0.33
```
Positions in Å, forces in eV/Å.

2S+1: 2
LUMO energy (spin up / spin down): 0.15 / -4.59 eV
charge: 0
energy above the lowest of the compared OMol25 structures with the same formula, charge and spin: 127.2 kJ/mol
HOMO (spin up / spin down): -9.5257 / -9.4479 eV
expectation value of S²: 0.7545



No. 4
The molecule C3H5BrO2, computed with ωB97M-V/def2-TZVPD.

XYZ file:
```
11
Properties=species:S:1:pos:R:3:forces:R:3
C 0.436 0.050 0.602 1.43 -4.34 0.23
C 0.536 0.986 -0.513 1.88 -0.59 -1.52
C -0.641 -1.036 0.528 -2.02 2.14 2.80
O 0.079 1.354 0.689 -1.88 3.25 1.75
O -0.245 0.976 -1.641 -1.47 -1.61 1.11
Br 2.270 1.700 -0.978 -0.08 0.04 0.00
H 1.355 -0.322 1.184 -1.19 0.99 -0.91
H -1.436 -0.755 -0.159 -0.29 0.05 0.01
H -1.205 -1.248 1.546 1.34 0.59 -1.90
H -0.256 -1.924 0.189 1.18 -2.19 -0.71
H -0.895 0.218 -1.448 1.10 1.66 -0.87
```
Positions in Å, forces in eV/Å.

LUMO energy: 0.66 eV
charge: 0
energy above the lowest of the compared OMol25 structures with the same formula, charge and spin: 155.2 kJ/mol
HOMO: -10.1147 eV
SMILES: C[C@@H]1O[C@@]1(O)Br



No. 5
A structure of composition C3H5BrO2S, computed with ωB97M-V/def2-TZVPD.

XYZ file:
```
12
Properties=species:S:1:pos:R:3:forces:R:3
C -1.400 -0.540 -1.811 0.09 0.14 0.58
C -0.980 -1.273 -0.530 -1.06 -0.42 0.08
C 1.047 0.265 1.554 -0.23 -0.14 -0.26
O -2.313 0.983 0.226 0.16 -0.16 0.23
O -3.708 -0.999 -0.352 0.25 -0.23 0.17
S -2.441 -0.329 -0.340 0.36 0.84 -1.06
Br -1.270 -3.116 -0.523 0.52 -0.23 0.14
H -0.820 0.346 -2.024 -0.02 0.31 0.00
H -1.688 -1.112 -2.683 -0.14 -0.15 0.05
H 1.405 -0.386 2.324 0.11 -0.19 0.19
H 0.135 0.810 1.686 -0.23 0.19 0.06
H 1.584 0.354 0.632 0.20 0.05 -0.18
```
Positions in Å, forces in eV/Å.

LUMO energy (spin up / spin down): -0.02 / -2.10 eV
charge: 0
energy above the lowest of the compared OMol25 structures with the same formula, charge and spin: 475.6 kJ/mol
HOMO (spin up / spin down): -9.4705 / -8.9499 eV



No. 6
A cluster of 2 separate species, C3H5BrS in total, computed with ωB97M-V/def2-TZVPD.

XYZ file:
```
10
Properties=species:S:1:pos:R:3:forces:R:3
C 1.195 -0.625 -0.353 -2.18 1.46 -1.00
C 2.412 -0.790 0.063 3.74 -0.53 0.19
C -2.673 1.164 0.267 0.59 -2.69 5.31
S -2.921 2.151 -0.924 -0.64 2.20 -2.97
Br -2.461 -0.731 0.248 -0.19 0.17 -0.55
H 0.936 -0.348 -1.386 0.54 -0.37 0.24
H 0.310 -0.478 0.263 0.41 -0.64 0.38
H 2.698 -1.017 1.134 -0.49 0.40 -1.36
H 3.317 -0.721 -0.684 -1.89 -0.31 1.55
H -2.812 1.396 1.373 0.10 0.30 -1.78
```
Positions in Å, forces in eV/Å.

2S+1: 3
LUMO energy (spin up / spin down): 0.78 / -3.10 eV
charge: 0
energy above the lowest of the compared OMol25 structures with the same formula, charge and spin: 20.4 kJ/mol
HOMO (spin up / spin down): -7.2405 / -10.1748 eV
expectation value of S²: 2.0054



No. 7
The molecule C3H5Cl, computed with ωB97M-V/def2-TZVPD.

XYZ file:
```
9
Properties=species:S:1:pos:R:3:forces:R:3
C 0.398 -0.025 -0.257 1.60 0.47 1.03
C -0.456 -0.669 -0.958 -4.36 -2.00 -1.32
C 0.194 0.552 1.079 -0.98 -0.27 1.25
Cl -0.186 -1.214 -2.566 0.63 -0.12 -0.84
H 1.313 0.167 -0.754 1.03 0.22 -0.28
H -1.550 -0.964 -0.790 1.85 0.74 0.77
H -0.067 1.582 0.863 -0.01 0.47 0.59
H -0.678 0.061 1.576 0.54 0.51 -0.33
H 1.031 0.511 1.808 -0.31 -0.01 -0.86
```
Positions in Å, forces in eV/Å.

LUMO energy: 1.14 eV
charge: 0
energy above the lowest of the compared OMol25 structures with the same formula, charge and spin: 29.4 kJ/mol
HOMO: -9.4395 eV
SMILES: C/C=C/Cl



No. 8
The molecule C3H5Cl, computed with ωB97M-V/def2-TZVPD.

XYZ file:
```
9
Properties=species:S:1:pos:R:3:forces:R:3
C 0.147 0.213 0.448 2.18 2.79 0.83
C 0.285 1.219 -0.483 -0.84 -3.06 3.55
C -0.322 -1.117 0.052 0.03 -0.23 0.04
Cl 0.895 2.727 -0.043 0.34 0.96 -0.23
H 0.594 0.302 1.558 -1.11 0.18 -2.72
H -0.184 1.016 -1.409 0.01 0.53 -1.19
H -0.398 -1.743 0.910 0.57 -0.87 0.49
H -1.319 -1.122 -0.287 -1.36 0.31 -0.81
H 0.302 -1.494 -0.745 0.19 -0.61 0.04
```
Positions in Å, forces in eV/Å.

LUMO energy: 1.18 eV
charge: 0
energy above the lowest of the compared OMol25 structures with the same formula, charge and spin: 55.2 kJ/mol
HOMO: -8.9870 eV
SMILES: C/C=C/Cl



No. 9
The ion C3H5Cl2N3O with charge +2, computed with ωB97M-V/def2-TZVPD.

XYZ file:
```
14
Properties=species:S:1:pos:R:3:forces:R:3
C 0.929 0.728 -0.865 0.64 0.21 0.06
C -0.944 0.792 0.852 -1.52 -1.71 1.05
C -0.977 -1.407 2.046 -1.49 -3.02 3.22
N 0.643 -0.314 -1.604 0.25 0.57 0.06
N 0.087 1.287 0.088 0.09 2.87 -0.97
N -0.934 -0.365 1.413 0.93 3.51 -1.88
O 1.476 -1.159 -2.257 0.52 -0.53 0.08
Cl 2.380 1.570 -1.095 -0.46 -0.61 0.09
Cl -2.377 1.741 1.081 1.39 -0.36 -0.17
H -0.654 -1.550 3.170 -0.15 0.67 -2.20
H -1.616 -2.242 1.659 0.97 0.32 -0.06
H 0.119 2.387 0.111 0.02 -2.64 -0.10
H -0.295 -0.663 -1.729 -0.49 -0.05 0.35
H 2.164 -0.804 -2.870 -0.69 0.77 0.47
```
Positions in Å, forces in eV/Å.

LUMO energy: -9.71 eV
charge: +2
energy above the lowest of the compared OMol25 structures with the same formula, charge and spin: 0.0 kJ/mol
HOMO: -19.4970 eV
SMILES: C=[N+]=C(Cl)/[NH+]=C(/Cl)NO



No. 10
The molecule C3H5Cl3, computed with ωB97M-V/def2-TZVPD.

XYZ file:
```
11
Properties=species:S:1:pos:R:3:forces:R:3
C -0.195 -0.049 1.298 0.36 -0.25 1.98
C 0.561 0.407 -1.070 -1.16 0.46 -1.49
C -0.418 -0.363 -0.137 -0.33 -1.43 -1.50
Cl 2.238 -0.255 -1.132 -0.60 0.69 0.66
Cl -0.372 -2.149 -0.482 -0.03 0.61 0.21
Cl -2.045 0.255 -0.594 -0.03 -0.08 -0.08
H -0.909 -0.456 2.126 1.23 0.12 -2.00
H 0.884 -0.278 1.540 -1.20 0.29 0.00
H -0.387 1.016 1.314 0.42 0.45 0.47
H 0.291 0.440 -2.205 -0.12 -0.35 2.36
H 0.353 1.433 -0.660 1.46 -0.53 -0.61
```
Positions in Å, forces in eV/Å.

LUMO energy: 0.75 eV
charge: 0
energy above the lowest of the compared OMol25 structures with the same formula, charge and spin: 50.3 kJ/mol
HOMO: -10.8952 eV
SMILES: CC(Cl)(Cl)CCl